Density functional theory data (ωB97M-V with the def2-TZVPD basis set) for a molecular structure, C9H13BrClOP.

Geometry as XYZ:
```
26
C9H13BrClOP (ωB97M-V with the def2-TZVPD basis set)
Br 2.161 1.719 -2.928
Cl 1.803 1.334 2.946
P 1.738 0.544 -0.004
O 1.493 -1.175 3.042
C -0.495 1.304 -1.368
C -0.119 -1.618 0.808
C 0.522 -1.125 -1.727
C 1.126 -0.220 2.420
C 0.634 0.396 -1.381
C -0.442 -1.821 -0.664
C 0.309 -0.185 1.149
C -1.397 1.137 -0.130
C -0.734 0.870 1.186
H -0.391 -2.950 -0.943
H 0.007 -1.383 -2.642
H -1.852 2.047 -0.155
H 1.532 -1.499 -1.701
H 0.409 -2.399 1.406
H -1.642 0.618 1.868
H -2.152 0.239 -0.321
H -0.299 1.738 1.733
H -1.485 -1.450 -0.948
H -1.220 1.242 -2.149
H -0.059 2.306 -1.318
H 1.547 1.947 0.401
H -0.995 -1.616 1.422
```

Computed properties:
**Spin multiplicity**: 1
**Total charge**: 0
**Relative energy (zero: lowest compared OMol25 entry of this formula, charge and spin)**: 0.954 eV
**Lowest unoccupied orbital energy (spin up / spin down)**: -1.14 / -1.14 eV
**HOMO (spin up / spin down)**: -9.19 / -9.19 eV
**Orbital gap (spin up / spin down)**: 8.05 / 8.05 eV

In elementary charge units, the Löwdin charges are: number 1, Br, carries 0.144; number 2, Cl, carries 0.681; number 3, P, carries 0.986; number 4, O, carries 0.047; number 5, C, carries -0.290; number 6, C, carries -0.156; number 7, C, carries -0.179; number 8, C, carries -0.811; number 9, C, carries -0.642; number 10, C, carries -0.161; number 11, C, carries -0.557; number 12, C, carries -0.179; number 13, C, carries -0.247; number 14, H, carries 0.143; number 15, H, carries 0.110; number 16, H, carries 0.082; number 17, H, carries 0.090; number 18, H, carries 0.134; number 19, H, carries 0.159; number 20, H, carries 0.148; number 21, H, carries 0.083; number 22, H, carries 0.113; number 23, H, carries 0.117; number 24, H, carries 0.084; number 25, H, carries -0.009; number 26, H, carries 0.111

Density functional theory data (ωB97M-V with the def2-TZVPD basis set) for a single C5H6O2 molecule.

Geometry as XYZ:
```
13
C5H6O2 (ωB97M-V with the def2-TZVPD basis set)
O 2.335 1.401 -2.293
O -1.794 -2.103 0.391
C 1.388 1.063 -1.629
C 1.226 1.486 -0.169
C -0.359 -0.290 1.046
C 0.404 0.508 0.559
C -1.404 -1.255 1.454
H 2.228 1.623 0.260
H -2.298 -0.676 1.704
H -1.103 -1.819 2.353
H 0.713 2.460 -0.189
H -0.998 -2.429 -0.048
H 0.570 0.427 -2.034
```

Computed properties:
**Spin multiplicity**: 1
**SMILES string**: O=CCC#CCO
**Total charge**: 0
**Relative energy (zero: lowest compared OMol25 entry of this formula, charge and spin)**: 2.439 eV
**Lowest unoccupied orbital energy**: 0.71 eV
**HOMO**: -9.95 eV
**Orbital gap**: 10.66 eV

In elementary charge units, the Löwdin charges are: number 1, O, carries 0.057; number 2, O, carries -0.061; number 3, C, carries -0.257; number 4, C, carries -0.152; number 5, C, carries 0.011; number 6, C, carries -0.037; number 7, C, carries -0.273; number 8, H, carries 0.125; number 9, H, carries 0.121; number 10, H, carries 0.118; number 11, H, carries 0.131; number 12, H, carries 0.088; number 13, H, carries 0.129

Density functional theory data (ωB97M-V with the def2-TZVPD basis set) for a molecular structure, C13H26ClIIrNOP2.

Geometry as XYZ:
```
46
C13H26ClIIrNOP2 (ωB97M-V with the def2-TZVPD basis set)
Ir -0.059 -0.662 -0.998
I -0.316 -2.281 -2.789
Cl 0.663 -3.425 -0.378
P 2.029 0.055 -0.484
P -2.048 0.260 -0.474
O 0.003 2.080 -1.554
N -0.093 -0.889 1.346
C 3.020 0.589 -1.901
C -0.009 0.270 2.030
C -2.991 -1.129 0.215
C -0.003 -0.862 4.160
C -0.007 0.772 -3.692
C -0.211 -2.017 2.051
C -0.114 -2.061 3.451
C 3.116 -1.179 0.279
C 2.257 1.523 0.581
C -0.021 0.995 -2.164
C -2.248 1.652 0.674
C -3.057 0.816 -1.860
C 0.041 0.303 3.415
H -3.271 1.991 0.506
H -1.541 2.443 0.411
H 0.851 0.150 -3.959
H -3.196 -0.887 1.257
H -0.134 -3.053 3.882
H 3.128 -0.246 -2.596
H -3.202 -0.007 -2.564
H 2.717 -2.184 0.125
H 3.981 0.838 -1.456
H -0.882 0.182 -3.983
H 0.114 1.283 3.863
H 1.538 2.297 0.308
H 2.161 1.234 1.627
H 3.269 1.876 0.381
H 4.095 -1.074 -0.202
H -2.122 1.315 1.703
H -0.306 -2.970 1.517
H -2.621 1.693 -2.349
H 0.039 -0.853 5.241
H 0.011 1.600 -4.385
H 3.197 -0.947 1.344
H 0.002 1.183 1.437
H -2.471 -2.082 0.120
H -3.994 1.081 -1.377
H 2.597 1.467 -2.394
H -3.915 -1.140 -0.366
```

Computed properties:
**⟨S²⟩**: 8.776
**Spin multiplicity**: 6
**Total charge**: +3
**Relative energy (zero: lowest compared OMol25 entry of this formula, charge and spin)**: 1.758 eV
**Lowest unoccupied orbital energy (spin up / spin down)**: -10.87 / -15.06 eV
**HOMO (spin up / spin down)**: -18.55 / -19.54 eV
**Orbital gap (spin up / spin down)**: 7.69 / 4.48 eV

In elementary charge units, the Löwdin charges are: number 1, Ir, carries 0.629; number 2, I, carries 0.868; number 3, Cl, carries 0.151; number 4, P, carries 0.697; number 5, P, carries 0.688; number 6, O, carries 0.155; number 7, N, carries -0.104; number 8, C, carries -0.206; number 9, C, carries -0.216; number 10, C, carries -0.184; number 11, C, carries 0.036; number 12, C, carries -0.070; number 13, C, carries -0.170; number 14, C, carries 0.033; number 15, C, carries -0.200; number 16, C, carries -0.176; number 17, C, carries -0.526; number 18, C, carries -0.170; number 19, C, carries -0.196; number 20, C, carries 0.002; number 21, H, carries 0.089; number 22, H, carries 0.067; number 23, H, carries 0.069; number 24, H, carries 0.078; number 25, H, carries 0.138; number 26, H, carries 0.077; number 27, H, carries 0.074; number 28, H, carries -0.021; number 29, H, carries 0.078; number 30, H, carries 0.052; number 31, H, carries 0.140; number 32, H, carries 0.056; number 33, H, carries 0.055; number 34, H, carries 0.090; number 35, H, carries 0.082; number 36, H, carries 0.059; number 37, H, carries 0.020; number 38, H, carries 0.075; number 39, H, carries 0.145; number 40, H, carries 0.123; number 41, H, carries 0.075; number 42, H, carries 0.071; number 43, H, carries 0.040; number 44, H, carries 0.082; number 45, H, carries 0.068; number 46, H, carries 0.078

Density functional theory data (ωB97M-V with the def2-TZVPD basis set) for 7 unconnected molecules or ions with the total composition C9H31N13O9P.

Geometry as XYZ:
```
63
C9H31N13O9P (ωB97M-V with the def2-TZVPD basis set)
P -6.447 -0.463 1.931
O -3.453 0.702 1.951
O -3.227 -0.693 0.258
O -7.647 -1.627 1.888
O -3.009 -3.998 0.562
O -2.847 -3.579 4.715
O 2.586 -1.169 -3.136
O 2.050 1.036 -0.657
O 5.475 3.907 -3.154
O 2.939 7.696 -0.313
N 0.428 -0.014 -1.845
N 4.680 -0.396 -3.608
N -1.311 -5.011 -0.585
N 5.014 8.405 -0.899
N -1.536 -5.263 3.930
N -1.319 -2.716 -0.155
N -5.335 -1.175 2.994
N 4.024 -2.522 -4.248
N 4.990 2.245 -1.669
N 3.304 3.325 -2.776
N -0.918 -3.043 3.660
N 4.285 6.293 -1.496
N 0.119 0.434 0.376
C 0.927 0.512 -0.702
C 4.000 7.470 -0.865
C -4.002 -1.503 2.365
C -3.522 -0.387 1.444
C -7.224 0.706 3.079
C 3.693 -1.343 -3.631
C -1.837 -3.936 4.148
C 4.651 3.207 -2.572
C -1.948 -3.919 -0.015
H -0.448 -2.590 -0.634
H -0.497 -0.402 -1.902
H -0.441 -4.945 -1.074
H 4.844 9.281 -0.448
H -0.716 -5.569 3.447
H -1.122 -2.069 3.777
H 4.477 0.470 -3.133
H 5.964 2.119 -1.472
H -6.735 1.625 2.859
H 2.638 2.750 -2.282
H 3.583 5.576 -1.500
H 5.894 8.242 -1.347
H -3.324 -1.584 3.185
H -1.840 -1.911 0.182
H -2.198 -5.939 4.256
H -5.749 -2.060 3.248
H 5.581 -0.524 -4.026
H -1.765 -5.899 -0.502
H 4.921 -2.693 -4.658
H -8.263 0.797 2.866
H -4.103 -2.436 1.852
H -7.570 -1.969 1.003
H 4.295 1.680 -1.190
H 0.440 0.823 1.241
H -0.090 -3.315 3.168
H 1.023 -0.001 -2.661
H -0.800 0.013 0.336
H 3.323 -3.236 -4.282
H 2.989 4.006 -3.439
H -7.053 0.469 4.111
H 5.160 6.111 -1.953
```

Computed properties:
**Spin multiplicity**: 1
**Total charge**: -1
**Lowest unoccupied orbital energy**: 1.88 eV
**HOMO**: -4.63 eV
**Orbital gap**: 6.50 eV

In elementary charge units, the Löwdin charges are: number 1, P, carries 0.812; number 2, O, carries -0.022; number 3, O, carries -0.107; number 4, O, carries -0.327; number 5, O, carries 0.033; number 6, O, carries 0.031; number 7, O, carries 0.016; number 8, O, carries -0.038; number 9, O, carries -0.010; number 10, O, carries 0.023; number 11, N, carries 0.160; number 12, N, carries 0.167; number 13, N, carries 0.130; number 14, N, carries 0.134; number 15, N, carries 0.143; number 16, N, carries 0.157; number 17, N, carries -0.207; number 18, N, carries 0.145; number 19, N, carries 0.153; number 20, N, carries 0.166; number 21, N, carries 0.160; number 22, N, carries 0.161; number 23, N, carries 0.188; number 24, C, carries -0.676; number 25, C, carries -0.681; number 26, C, carries -0.192; number 27, C, carries -0.827; number 28, C, carries -0.273; number 29, C, carries -0.646; number 30, C, carries -0.680; number 31, C, carries -0.700; number 32, C, carries -0.679; number 33, H, carries 0.075; number 34, H, carries 0.099; number 35, H, carries 0.074; number 36, H, carries 0.092; number 37, H, carries 0.080; number 38, H, carries 0.098; number 39, H, carries 0.068; number 40, H, carries 0.104; number 41, H, carries 0.012; number 42, H, carries 0.080; number 43, H, carries 0.083; number 44, H, carries 0.083; number 45, H, carries 0.069; number 46, H, carries 0.038; number 47, H, carries 0.092; number 48, H, carries 0.062; number 49, H, carries 0.093; number 50, H, carries 0.083; number 51, H, carries 0.087; number 52, H, carries 0.011; number 53, H, carries 0.074; number 54, H, carries 0.006; number 55, H, carries 0.083; number 56, H, carries 0.106; number 57, H, carries 0.085; number 58, H, carries 0.067; number 59, H, carries 0.075; number 60, H, carries 0.098; number 61, H, carries 0.105; number 62, H, carries 0.026; number 63, H, carries 0.079

Respective F_max values: 3.8; 0.6; 3.9; 3.2 eV/Å.